1.
12
Properties=species:S:1:pos:R:3 method="wB97M-V/def2-TZVPD" lumo_ha=0.031 smiles="O=C1OC[C@H]2CN12" homo_ev=-10.544 charge=0
O 0.703 -2.185 1.238
C 0.286 -1.222 0.700
O -1.067 -0.940 0.583
C -1.296 0.015 -0.357
C 0.083 0.502 -0.731
C 0.997 0.925 0.268
N 1.060 -0.468 -0.140
H -1.894 0.715 0.109
H -1.806 -0.605 -1.134
H 0.303 0.633 -1.751
H 1.995 1.418 -0.045
H 0.636 1.212 1.261


2.
81
Properties=species:S:1:pos:R:3 method="wB97M-V/def2-TZVPD" lumo_ha=0.052 homo_ev=-5.197 charge=-1
C 3.220 5.214 3.204
C 4.272 4.128 2.934
Cl 5.567 4.220 4.219
C 4.927 4.180 1.552
Al 5.295 5.981 0.764
F 5.295 7.212 1.922
N 3.835 6.445 -0.473
C 2.928 5.708 -0.640
S 1.666 4.730 -0.852
H 2.953 5.741 2.291
H 3.569 5.925 3.949
H 2.307 4.764 3.603
H 3.812 3.151 3.085
H 4.367 3.531 0.874
H 5.909 3.705 1.637
H 6.635 5.988 -0.122
C 0.490 -0.562 -0.492
C 1.969 -0.509 -0.754
C 2.810 -1.519 0.002
O 4.053 -0.831 0.162
C 3.794 0.508 0.132
O 4.567 1.357 0.429
O 2.523 0.725 -0.271
H 0.284 -0.307 0.550
H -0.032 0.165 -1.114
H 0.085 -1.549 -0.706
H 2.174 -0.572 -1.826
H 2.966 -2.449 -0.540
H 2.398 -1.734 0.992
C -4.506 -4.218 -2.619
C -3.022 -4.254 -2.372
C -2.496 -3.242 -1.376
O -1.165 -3.000 -1.856
C -1.147 -3.264 -3.186
O -0.249 -2.984 -3.913
O -2.288 -3.882 -3.558
H -4.800 -3.275 -3.073
H -4.787 -5.019 -3.302
H -5.063 -4.351 -1.692
H -2.700 -5.262 -2.092
H -2.457 -3.616 -0.356
H -3.050 -2.303 -1.409
C 8.616 2.451 4.425
C 9.699 1.958 5.344
C 10.378 3.032 6.170
O 11.696 2.497 6.355
C 11.950 1.653 5.326
O 13.018 1.183 5.092
O 10.828 1.423 4.615
H 9.022 3.124 3.669
H 8.137 1.624 3.903
H 7.851 2.979 4.992
H 9.326 1.157 5.989
H 9.911 3.202 7.136
H 10.454 3.976 5.626
C -7.680 0.471 1.509
C -6.470 -0.307 1.064
C -5.179 0.486 0.984
O -4.476 -0.189 -0.067
C -5.388 -0.780 -0.868
O -5.133 -1.264 -1.926
O -6.612 -0.747 -0.302
H -7.911 1.256 0.789
H -8.551 -0.179 1.588
H -7.497 0.924 2.484
H -6.334 -1.199 1.681
H -4.589 0.464 1.896
H -5.348 1.521 0.681
C -8.397 -4.402 -7.208
C -8.668 -4.431 -5.727
C -8.085 -3.275 -4.936
O -7.841 -3.871 -3.658
C -7.670 -5.199 -3.843
O -7.266 -5.952 -3.017
O -8.012 -5.553 -5.104
H -7.326 -4.482 -7.397
H -8.887 -5.236 -7.708
H -8.768 -3.473 -7.640
H -9.739 -4.528 -5.530
H -8.760 -2.431 -4.827
H -7.133 -2.932 -5.349


3.
25
Properties=species:S:1:pos:R:3 method="wB97M-V/def2-TZVPD" lumo_ha="-0.109 / -0.229" s2=2.048 homo_ev="-8.580 / -12.714" multiplicity=3 charge=+1
C 1.396 -2.242 -2.034
C 1.238 -1.072 -2.757
C 1.158 -2.320 -0.653
C 0.538 -0.051 -2.231
C 0.367 -1.259 -0.151
C 0.013 -0.179 -0.943
C -0.166 -1.176 1.253
C -0.888 0.241 1.251
C -0.854 0.839 -0.191
N -0.295 2.200 -0.106
N -0.213 1.187 2.130
O -2.206 0.907 -0.628
H 1.849 -3.146 -2.480
H 1.670 -1.127 -3.781
H 1.511 -3.126 -0.083
H 0.256 0.853 -2.834
H -0.850 -1.886 1.631
H 0.677 -1.123 1.867
H -1.973 0.132 1.479
H 0.395 2.657 -0.878
H -1.162 2.750 -0.035
H 0.063 1.936 1.023
H 0.417 0.735 2.881
H -0.888 1.844 2.665
H -2.176 1.341 -1.510


4.
11
Properties=species:S:1:pos:R:3 method="wB97M-V/def2-TZVPD" lumo_ha=0.009 homo_ev=-7.904 charge=0
N -1.266 -1.357 0.241
C -0.314 -0.266 0.102
C 0.633 -0.464 -0.832
C 1.363 0.792 -0.667
C 0.770 1.534 0.310
O -0.327 0.881 0.838
H -1.255 -1.859 1.138
H -2.239 -1.148 -0.016
H -0.647 -1.821 -0.574
H 2.244 1.114 -1.219
H 0.974 2.504 0.749


5.
81
Properties=species:S:1:pos:R:3 method="wB97M-V/def2-TZVPD" lumo_ha=0.014 smiles="COP(=O)(OC)OC.COP(=O)(OC)OC.COP(=O)(OC)OC.CO.CO.CO.CO.CO" homo_ev=-8.880 charge=0
C 2.992 -2.903 -1.652
O 4.012 -1.932 -1.341
P 3.715 -0.892 -0.170
O 3.689 -1.555 1.150
O 4.818 0.243 -0.337
C 4.933 1.292 0.653
O 2.387 -0.100 -0.528
C 2.214 0.363 -1.901
H 2.026 -2.424 -1.811
H 2.911 -3.713 -0.930
H 3.375 -3.324 -2.582
H 4.328 1.013 1.512
H 4.659 2.210 0.132
H 5.969 1.424 0.962
H 2.662 1.352 -1.892
H 1.160 0.204 -2.103
H 2.782 -0.234 -2.619
C -3.421 -2.394 2.548
O -3.724 -3.748 2.279
P -3.216 -4.874 3.326
O -1.765 -4.909 3.498
O -3.890 -6.181 2.749
C -3.781 -7.339 3.608
O -3.976 -4.498 4.689
C -5.403 -4.453 4.742
H -4.355 -1.846 2.670
H -2.851 -1.885 1.769
H -2.806 -2.257 3.440
H -3.045 -7.194 4.398
H -3.396 -8.150 2.989
H -4.774 -7.603 3.965
H -5.852 -4.423 3.747
H -5.718 -3.611 5.350
H -5.744 -5.390 5.192
C 2.405 5.873 -4.419
O 2.923 5.875 -3.054
P 3.528 4.584 -2.355
O 4.163 4.906 -1.078
O 4.472 3.853 -3.405
C 5.190 2.674 -3.044
O 2.228 3.640 -2.215
C 1.491 3.705 -1.006
H 2.791 6.776 -4.889
H 1.322 5.928 -4.375
H 2.831 4.997 -4.905
H 6.096 2.672 -3.652
H 4.654 1.822 -3.483
H 5.348 2.505 -1.985
H 1.239 4.747 -0.779
H 2.028 3.304 -0.149
H 0.498 3.260 -1.074
C -2.920 -1.474 -3.976
O -3.341 -0.166 -3.640
H -3.724 -2.115 -4.331
H -2.131 -1.424 -4.744
H -2.322 -1.884 -3.161
H -3.945 0.181 -4.298
C -3.049 4.649 -1.856
O -1.970 4.059 -2.586
H -3.904 3.980 -1.780
H -2.716 4.941 -0.854
H -3.238 5.580 -2.389
H -1.803 3.183 -2.216
C 0.427 -2.195 2.096
O 1.643 -2.882 2.340
H 0.265 -2.206 1.013
H -0.388 -2.589 2.694
H 0.579 -1.149 2.394
H 2.383 -2.389 1.922
C -0.507 1.408 3.891
O -1.845 1.217 3.466
H 0.204 1.832 3.177
H -0.425 2.205 4.643
H -0.016 0.538 4.328
H -2.354 1.287 4.279
C -1.307 0.673 -0.035
O -1.643 1.227 -1.296
H -0.856 -0.321 -0.124
H -0.723 1.358 0.571
H -2.199 0.428 0.556
H -2.299 0.657 -1.715


6.
80
Properties=species:S:1:pos:R:3 method="wB97M-V/def2-TZVPD" lumo_ha=0.076 homo_ev=-4.404 charge=-1
C 1.033 2.351 2.596
C 0.502 3.176 1.457
H 1.909 1.737 2.306
H 0.190 1.721 2.909
H 1.368 3.024 3.406
C 1.241 4.167 0.917
C 2.655 4.467 1.301
H 0.773 4.884 0.235
H 3.295 3.575 1.301
H 2.744 4.912 2.305
H 3.114 5.189 0.619
Be -2.068 0.307 1.387
Cl -5.848 -2.111 1.691
Cl -3.572 0.124 2.786
C -3.988 -0.452 -0.273
O -2.794 -0.079 -0.121
N -4.400 -1.308 -1.206
C -3.419 -2.143 -1.889
C -5.812 -1.599 -1.386
H -4.767 -0.153 0.436
H -2.854 -2.754 -1.170
H -2.700 -1.539 -2.458
H -3.986 -2.802 -2.551
H -6.201 -2.001 -0.418
H -5.921 -2.338 -2.183
H -6.369 -0.679 -1.610
H 5.762 -0.638 1.790
H 5.041 -1.563 -1.747
C 6.050 -0.918 0.770
C 5.279 -2.389 -1.056
N 5.133 -1.944 0.318
H 7.067 -1.332 0.778
C 4.377 -2.628 1.219
O 3.570 -3.520 0.956
H 4.606 -3.238 -1.194
H 4.557 -2.287 2.263
H 6.006 -0.060 0.088
H 6.319 -2.689 -1.255
O -1.375 1.636 1.391
C -0.977 2.906 1.002
C -0.415 3.434 -1.444
C -1.358 3.143 -0.457
H 0.645 3.401 -1.188
C -0.842 3.753 -2.739
H -1.558 3.673 1.570
C -2.726 3.101 -0.764
H -0.118 4.038 -3.497
C -2.201 3.771 -3.034
C -3.139 3.413 -2.060
H -3.446 2.886 0.025
H -2.531 4.067 -4.027
H -4.185 3.399 -2.345
Si 1.991 -0.044 -1.904
Cl 2.650 0.974 -0.288
C 2.865 0.688 -3.364
C 0.151 0.262 -2.164
C 1.955 -1.842 -1.366
H 2.144 0.807 -4.186
H 3.650 0.012 -3.735
H 3.306 1.679 -3.169
H 2.768 -2.457 -1.763
H 1.031 -2.302 -1.757
H 1.934 -1.999 -0.273
H 0.005 1.286 -2.524
H -0.406 0.114 -1.235
H -0.192 -0.454 -2.921
C -2.640 -3.360 1.747
P -1.233 -2.376 2.245
C -1.364 -2.081 4.017
C 0.220 -3.402 1.901
O -1.049 -1.039 1.509
H -3.553 -2.752 1.829
H -2.766 -4.226 2.407
H -2.538 -3.697 0.712
H -1.727 -2.981 4.529
H -0.390 -1.761 4.411
H -2.095 -1.262 4.137
H 0.338 -3.537 0.816
H 1.147 -2.942 2.270
H 0.129 -4.395 2.365


Number 1: total energy -9812.3020 eV. Number 2: total energy -90370.1403 eV. Number 3: total energy -14560.1460 eV. Number 4: total energy -7762.2911 eV. Number 5: total energy -77958.1029 eV. Number 6: total energy -90896.7648 eV.